Run w
{"formula": "C2H7ClNOPS", "method": "ωB97M-V with the def2-TZVPD basis set", "symbols": ["C", "C", "N", "O", "P", "S", "Cl", "H", "H", "H", "H", "H", "H", "H"], "xyz": [[-1.86, -0.11, 0.27], [-0.61, 0.29, 1.15], [1.03, -0.35, -1.64], [0.45, -0.59, 0.90], [1.70, -0.07, -0.17], [1.97, 1.87, 0.26], [2.86, -1.62, 0.35], [-2.75, 0.25, 0.89], [-1.99, 0.53, -0.65], [-1.77, -1.08, -0.13], [-0.89, 0.22, 2.20], [-0.31, 1.36, 0.79], [1.00, 0.52, -2.07], [1.19, -1.22, -2.15]], "lowdin_charge": [-0.09, -0.37, -0.11, -0.44, -0.06, 0.24, 0.38, 0.09, 0.07, 0.04, 0.11, 0.04, 0.01, 0.08], "smiles": "CCO[P@@](N)(=S)Cl", "e_homo_ha": -0.3378, "homo_lumo_gap_ev": 9.47, "e_lumo_ev": 0.3}

Run x
{"formula": "C2H7ClNOPS", "method": "ωB97M-V with the def2-TZVPD basis set", "symbols": ["C", "C", "N", "O", "P", "S", "Cl", "H", "H", "H", "H", "H", "H", "H"], "xyz": [[-0.19, -1.31, -0.67], [-0.62, 0.82, 0.53], [0.38, -0.03, -0.11], [1.98, 0.83, 1.74], [2.01, 0.13, 0.22], [3.29, -1.58, -0.08], [2.48, 1.72, -0.87], [0.70, -1.78, -0.94], [-0.78, -1.79, 0.12], [-0.89, -1.18, -1.53], [-1.21, 1.37, -0.30], [-1.41, 0.32, 1.04], [-0.17, 1.65, 1.11], [2.86, 1.15, 1.85]], "lowdin_charge": [-0.09, -0.13, -0.42, -0.27, 0.03, 0.08, 0.36, -0.02, 0.09, 0.10, 0.11, 0.06, 0.07, 0.02], "smiles": "CN(C)[P@@](O)(=S)Cl", "e_homo_ha": -0.3258, "homo_lumo_gap_ev": 9.34, "e_lumo_ev": 0.5}

Compare the structures above. Which one is the least stable? run x is.